Record 1
The following is a quantum chemistry calculation of an isolated molecule of C2H2F5N at a distorted geometry, from the Open Molecules 2025 dataset.

```
10
Properties=species:S:1:pos:R:3:forces:R:3
C -1.141 0.475 -0.245 2.6 -3.1 -0.9
C 1.172 -0.611 -0.002 -4.9 4.8 0.7
N -0.246 -0.259 0.669 1.3 -0.7 -2.6
F -0.848 1.819 -0.263 -1.1 -1.0 0.0
F -2.393 0.195 0.176 0.0 1.2 -0.3
F 1.685 0.619 -0.333 0.8 -0.9 0.1
F 1.025 -1.249 -1.144 0.1 -0.7 0.5
F 1.880 -1.186 0.880 1.4 -1.3 0.7
H -0.938 -0.059 -1.275 -0.9 1.8 1.6
H -0.195 0.255 1.538 0.7 -0.1 0.2
```
Positions in Å, forces in eV/Å.

Calculated values
SMILES: FC(F)NC(F)(F)F
HOMO: -0.405 Ha
Energy relative to the best compared isomer or geometry (same formula, charge and spin): 10.3 kcal per mole
LUMO energy: 0.93 eV
Electronic energy: -631.49041 hartree
Kohn-Sham gap: 12.0 eV

Mulliken population analysis, charges in e, atoms 1 to 4: C 0.34; C 0.81; N -0.45; F -0.25

---

Record 2
The following is a quantum chemistry calculation of a structure of composition C15H19N2O6PdS4, from the Open Molecules 2025 dataset.

```
47
Properties=species:S:1:pos:R:3:forces:R:3
Pd 0.273 2.183 0.377 -0.3 -0.3 -0.2
C 1.978 3.455 -1.867 0.0 0.0 0.1
C 2.084 4.542 -0.804 -0.1 -0.1 0.0
S 0.836 4.380 0.529 0.2 0.1 0.1
C -0.741 5.036 -0.127 0.0 -0.1 0.0
C -1.822 4.594 0.850 0.0 0.0 0.0
S -1.850 2.781 1.123 0.0 0.1 0.1
C -2.737 2.149 -0.353 0.0 0.0 0.0
C -2.496 0.651 -0.524 0.1 0.0 -0.1
S -0.717 0.305 -0.575 0.1 0.1 0.1
C -0.082 0.531 -2.254 0.0 0.0 0.1
C 1.443 0.617 -2.182 0.0 0.0 0.0
S 2.103 1.842 -0.996 0.2 0.1 0.0
H 2.812 3.517 -2.568 0.0 0.0 0.0
H 1.042 3.516 -2.422 0.0 0.0 0.0
H 1.993 5.546 -1.224 0.0 0.0 0.0
H 3.038 4.496 -0.275 0.0 0.0 0.0
H -0.917 4.673 -1.139 0.0 0.0 0.0
H -0.663 6.125 -0.151 0.0 0.0 0.0
H -2.819 4.902 0.531 0.0 0.0 0.0
H -1.658 5.010 1.847 0.0 0.0 0.0
H -2.463 2.718 -1.241 0.0 0.0 0.0
H -3.803 2.302 -0.167 0.0 0.0 0.0
H -2.956 0.249 -1.429 -0.1 0.0 0.0
H -2.839 0.072 0.338 0.0 0.0 0.0
H -0.539 1.461 -2.604 0.0 0.0 0.0
H -0.434 -0.296 -2.876 0.0 0.0 0.0
H 1.849 0.850 -3.169 0.0 0.0 0.0
H 1.886 -0.331 -1.875 0.0 0.0 0.0
O -0.598 -1.194 -0.230 -0.1 0.1 -0.1
C 0.672 -1.634 0.668 0.4 0.2 0.2
O 1.455 -0.775 0.834 -0.3 -0.1 -0.1
C 0.528 -3.011 1.027 -0.1 -0.1 0.0
C 1.581 -3.556 1.783 0.0 0.0 0.0
C 1.490 -4.874 2.156 0.0 0.0 0.0
C 0.411 -5.675 1.818 0.0 0.0 0.0
C -0.598 -5.103 1.061 0.0 0.0 0.0
C -0.574 -3.792 0.657 0.0 0.0 0.0
N -1.773 -5.931 0.666 0.0 0.1 0.1
O -1.800 -7.057 1.080 0.0 0.0 -0.1
O -2.604 -5.374 -0.020 0.0 0.0 0.0
N 2.602 -5.458 2.961 -0.1 0.1 -0.1
O 3.558 -4.738 3.135 0.0 0.0 0.0
O 2.440 -6.582 3.355 0.0 0.0 0.0
H 2.452 -2.983 2.073 0.0 0.0 0.0
H 0.359 -6.710 2.137 0.0 0.0 0.0
H -1.401 -3.427 0.067 0.0 0.0 0.0
```
Positions in Å, forces in eV/Å.

Calculated values
Charge: +3
HOMO: -0.660 Ha
Energy relative to the best compared isomer or geometry (same formula, charge and spin): 57.7 kcal per mole
LUMO energy: -11.82 eV
Electronic energy: -2863.32036 hartree
Kohn-Sham gap: 6.1 eV

Mulliken population analysis, charges in e, atoms 1 to 4: Pd -0.03; C -0.51; C -0.75; S 0.07

---

> Look up the HOMO of the first one.

-0.405 Ha

---

> Among the records above, which one has the lowest energy relative to the best compared isomer or geometry (same formula, charge and spin)?

C2H2F5N